Entry 1:
This record from the Open Molecules 2025 dataset describes a cluster of 16 separate species, C64H128O48 in total. The level of theory is the ωB97M-V functional and the def2-TZVPD basis.

Output
* largest force on an atom: 4.7 eV/Å
* HOMO energy: -10.380 eV

XYZ file:
```
240
Properties=species:S:1:pos:R:3:lowdin_charge:R:1
C -4.54 -6.76 1.39 -0.04
C -3.99 -5.39 1.77 -0.21
O -2.61 -5.45 2.14 0.02
C -2.27 -5.48 3.45 -0.57
O -2.99 -5.34 4.38 0.16
O -0.93 -5.72 3.44 -0.05
C -0.34 -5.77 4.71 -0.07
H -4.84 -7.28 2.35 0.10
H -3.87 -7.40 0.87 0.06
H -5.44 -6.74 0.78 0.07
H -4.60 -4.92 2.51 0.11
H -3.97 -4.74 0.93 0.09
H -1.01 -6.34 5.35 0.10
H -0.25 -4.76 5.15 0.09
H 0.60 -6.30 4.53 0.10
C 6.40 -0.34 1.87 -0.02
C 6.36 -1.82 1.55 -0.18
O 7.58 -2.07 0.81 0.04
C 7.53 -2.66 -0.36 -0.59
O 6.52 -3.02 -0.89 0.11
O 8.79 -2.74 -0.89 -0.01
C 8.99 -3.35 -2.18 -0.03
H 6.43 0.17 0.93 0.06
H 7.20 -0.20 2.50 0.06
H 5.48 -0.14 2.48 0.10
H 5.52 -2.06 0.91 0.08
H 6.38 -2.51 2.33 0.12
H 10.01 -3.03 -2.46 0.10
H 8.25 -3.03 -2.87 0.08
H 9.03 -4.42 -2.14 0.09
C 1.73 -3.52 3.04 -0.05
C 2.22 -2.40 2.10 -0.18
O 2.79 -1.27 2.81 0.02
C 1.98 -0.22 3.01 -0.55
O 0.82 -0.12 2.71 0.12
O 2.78 0.80 3.54 -0.02
C 1.97 1.91 3.93 -0.04
H 1.41 -4.42 2.49 0.06
H 0.82 -3.25 3.61 0.05
H 2.52 -3.75 3.80 0.10
H 1.37 -2.04 1.51 0.10
H 3.01 -2.76 1.37 0.12
H 1.71 2.50 3.08 0.09
H 2.56 2.46 4.64 0.08
H 1.05 1.55 4.41 0.09
C 4.82 3.80 2.29 -0.08
C 4.31 5.04 2.91 -0.21
O 3.93 5.94 1.86 0.04
C 2.70 6.40 1.85 -0.53
O 1.91 6.31 2.85 0.04
O 2.38 6.95 0.68 0.02
C 1.00 7.42 0.65 -0.02
H 4.04 3.42 1.64 0.07
H 5.06 3.03 3.00 0.08
H 5.70 3.85 1.64 0.08
H 5.19 5.56 3.45 0.16
H 3.41 4.78 3.48 0.11
H 0.81 8.36 1.09 0.08
H 0.35 6.76 1.15 0.07
H 0.61 7.56 -0.38 0.09
C 3.56 -0.23 -0.52 -0.01
C 3.36 -0.40 -1.99 -0.16
O 2.50 0.64 -2.53 0.03
C 2.19 0.58 -3.80 -0.64
O 2.46 -0.37 -4.49 0.13
O 1.59 1.72 -4.12 -0.02
C 0.90 1.96 -5.37 0.00
H 4.14 0.65 -0.39 0.07
H 4.05 -1.14 -0.15 0.07
H 2.65 -0.09 0.04 0.06
H 2.93 -1.35 -2.24 0.09
H 4.27 -0.33 -2.55 0.11
H 1.68 1.98 -6.20 0.12
H 0.39 2.89 -5.16 0.06
H 0.10 1.29 -5.69 0.09
C 0.00 -6.66 -1.11 -0.05
C 0.80 -6.37 0.16 -0.18
O 1.38 -5.06 -0.11 -0.01
C 2.50 -5.21 -0.82 -0.56
O 2.94 -6.30 -1.23 0.07
O 2.94 -3.98 -1.13 -0.02
C 3.90 -3.80 -2.21 -0.01
H -0.57 -5.73 -1.39 0.08
H -0.73 -7.44 -1.03 0.06
H 0.67 -7.10 -1.90 0.09
H 1.53 -7.11 0.41 0.11
H 0.13 -6.22 1.00 0.10
H 4.40 -4.77 -2.37 0.10
H 4.68 -3.12 -1.97 0.04
H 3.33 -3.39 -3.10 0.11
C -4.65 -0.77 -3.64 -0.03
C -3.48 -0.75 -2.65 -0.19
O -2.64 -1.93 -2.47 0.02
C -1.59 -1.89 -3.28 -0.59
O -1.37 -1.03 -4.11 0.12
O -0.92 -3.02 -3.06 -0.01
C 0.10 -3.34 -4.00 -0.01
H -4.35 -0.43 -4.64 0.08
H -5.30 0.00 -3.22 0.07
H -5.10 -1.76 -3.78 0.08
H -3.85 -0.61 -1.61 0.11
H -2.80 0.14 -2.76 0.13
H -0.24 -3.69 -4.94 0.07
H 0.71 -4.07 -3.52 0.09
H 0.68 -2.46 -4.23 0.08
C 7.05 0.38 -2.45 -0.06
C 7.57 1.61 -1.82 -0.17
O 6.56 2.32 -1.00 0.03
C 5.51 2.97 -1.50 -0.64
O 4.74 3.45 -0.75 0.16
O 5.49 2.98 -2.83 -0.02
C 4.53 3.76 -3.54 -0.01
H 6.42 -0.19 -1.74 0.08
H 7.81 -0.35 -2.65 0.07
H 6.52 0.46 -3.35 0.06
H 8.05 2.21 -2.57 0.11
H 8.39 1.44 -1.06 0.14
H 3.54 3.30 -3.49 0.09
H 4.95 3.65 -4.57 0.12
H 4.58 4.80 -3.17 0.11
C -3.40 -5.00 -1.96 -0.02
C -4.12 -5.64 -3.18 -0.12
O -3.99 -4.90 -4.43 0.04
C -2.93 -5.07 -5.16 -0.58
O -1.90 -5.68 -4.93 0.12
O -3.19 -4.36 -6.32 -0.02
C -2.30 -4.56 -7.38 -0.08
H -4.12 -4.42 -1.39 0.06
H -2.51 -4.41 -2.19 0.05
H -3.05 -5.79 -1.32 0.06
H -5.17 -5.67 -3.05 0.09
H -3.77 -6.64 -3.35 0.12
H -2.60 -3.91 -8.16 0.08
H -2.23 -5.58 -7.82 0.10
H -1.27 -4.27 -7.11 0.09
C -5.68 1.59 0.46 -0.06
C -5.97 2.49 -0.70 -0.15
O -6.61 1.77 -1.83 0.02
C -7.89 1.44 -1.85 -0.56
O -8.50 0.83 -2.69 0.12
O -8.48 1.91 -0.67 -0.06
C -9.71 1.31 -0.35 -0.05
H -5.28 2.20 1.28 0.09
H -4.88 0.91 0.30 0.05
H -6.52 1.04 0.77 0.05
H -5.01 2.93 -1.11 0.11
H -6.60 3.38 -0.45 0.14
H -10.13 1.75 0.49 0.07
H -9.47 0.21 -0.20 0.12
H -10.39 1.35 -1.17 0.08
C -0.74 3.16 9.18 -0.05
C -1.06 3.39 7.70 -0.20
O 0.15 3.81 7.05 0.02
C 0.39 5.10 6.88 -0.59
O -0.34 6.06 7.08 0.10
O 1.63 5.25 6.39 0.00
C 1.95 6.62 5.99 -0.02
H -0.30 4.14 9.59 0.11
H 0.01 2.32 9.25 0.07
H -1.65 2.94 9.74 0.07
H -1.74 4.21 7.54 0.11
H -1.42 2.54 7.21 0.10
H 2.95 6.62 5.63 0.07
H 1.96 7.29 6.86 0.10
H 1.30 6.99 5.25 0.07
C -2.57 3.77 -2.54 -0.06
C -2.24 4.98 -1.70 -0.13
O -1.40 4.65 -0.52 0.03
C -2.06 4.10 0.47 -0.63
O -3.09 3.47 0.36 0.10
O -1.38 4.23 1.61 -0.01
C -1.83 3.47 2.72 -0.02
H -1.69 3.27 -2.99 0.08
H -3.25 3.96 -3.34 0.08
H -3.08 3.02 -1.93 0.05
H -3.14 5.40 -1.27 0.12
H -1.69 5.71 -2.29 0.12
H -1.29 3.88 3.59 0.10
H -1.45 2.49 2.57 0.08
H -2.93 3.46 2.86 0.11
C 2.25 0.75 7.38 -0.05
C 1.66 -0.46 6.61 -0.18
O 0.44 0.03 6.01 -0.02
C -0.34 -0.97 5.48 -0.57
O 0.00 -2.14 5.50 0.08
O -1.43 -0.43 4.92 0.01
C -2.20 -1.47 4.23 0.02
H 2.54 1.57 6.73 0.06
H 3.14 0.49 7.95 0.07
H 1.53 1.28 8.10 0.08
H 1.45 -1.38 7.25 0.15
H 2.35 -0.65 5.81 0.10
H -2.96 -0.86 3.78 0.09
H -2.52 -2.23 4.91 0.09
H -1.59 -1.77 3.38 0.09
C -6.10 -1.85 1.91 -0.04
C -6.56 -2.11 0.46 -0.17
O -6.38 -3.54 0.17 0.02
C -6.91 -4.09 -0.92 -0.60
O -6.75 -5.25 -1.23 0.11
O -7.63 -3.22 -1.64 -0.03
C -8.05 -3.74 -2.91 -0.02
H -5.97 -0.79 2.09 0.06
H -5.20 -2.36 2.07 0.04
H -6.82 -2.31 2.61 0.09
H -5.99 -1.51 -0.32 0.13
H -7.62 -1.89 0.25 0.12
H -8.48 -2.90 -3.45 0.09
H -8.75 -4.60 -2.82 0.11
H -7.16 -4.07 -3.51 0.10
C 2.76 7.04 -7.95 -0.07
C 2.09 6.12 -6.98 -0.23
O 2.66 6.07 -5.69 0.09
C 1.92 5.79 -4.70 -0.58
O 0.76 5.36 -4.73 0.08
O 2.51 6.14 -3.50 -0.03
C 1.67 5.83 -2.36 -0.02
H 3.79 6.83 -8.10 0.06
H 2.86 8.09 -7.56 0.10
H 2.23 7.15 -8.93 0.10
H 1.93 5.13 -7.39 0.13
H 1.07 6.42 -6.96 0.11
H 0.83 6.47 -2.39 0.07
H 2.30 5.91 -1.49 0.08
H 1.38 4.78 -2.47 0.10
C 0.65 1.69 -0.04 -0.05
C -0.24 1.01 -0.98 -0.15
O -1.49 0.70 -0.21 0.06
C -1.77 -0.51 0.18 -0.64
O -2.80 -0.79 0.77 0.09
O -0.85 -1.41 -0.12 -0.02
C -1.14 -2.76 0.15 -0.02
H 0.20 2.50 0.58 0.10
H 1.35 2.15 -0.71 0.08
H 1.07 0.88 0.58 0.06
H 0.27 0.16 -1.26 0.09
H -0.50 1.67 -1.81 0.12
H -0.93 -3.06 1.20 0.11
H -0.57 -3.32 -0.57 0.07
H -2.23 -2.89 -0.05 0.10
```


Entry 2:
This record from the Open Molecules 2025 dataset describes a structure of composition C64H136F12N9O13S4. The level of theory is the ωB97M-V functional and the def2-TZVPD basis.

Output
* largest force on an atom: 8.3 eV/Å
* HOMO energy: -16.504 eV
* charge: +5

XYZ file:
```
238
Properties=species:S:1:pos:R:3:lowdin_charge:R:1
C -5.45 2.24 4.41 0.00
C -6.35 1.36 3.60 -0.45
C -7.59 2.10 3.11 -0.11
C -7.29 2.97 1.90 -0.16
C -6.81 2.09 0.76 -0.10
C -5.47 1.39 1.09 -0.47
N -5.46 0.94 2.44 0.04
O -4.73 -0.04 2.68 0.21
C -4.32 2.40 1.05 0.02
C -5.21 0.33 0.05 -0.01
C -6.77 0.14 4.43 0.00
H -5.93 2.66 5.29 0.12
H -5.15 3.10 3.80 0.09
H -4.56 1.72 4.74 0.11
H -8.01 2.67 3.95 0.15
H -8.36 1.39 2.79 0.14
H -6.55 3.73 2.14 0.11
H -8.21 3.50 1.64 0.14
H -6.70 2.79 -0.07 0.14
H -7.56 1.35 0.48 0.14
H -4.24 2.81 0.06 0.10
H -3.38 1.88 1.29 0.09
H -4.48 3.19 1.78 0.09
H -5.36 0.70 -0.94 0.10
H -5.92 -0.50 0.12 0.10
H -4.22 -0.13 0.06 0.08
H -7.37 0.53 5.25 0.12
H -5.95 -0.30 5.00 0.10
H -7.40 -0.56 3.89 0.11
C -1.70 -4.31 -2.27 0.00
C -3.14 -4.39 -1.76 -0.45
C -3.90 -3.11 -2.13 -0.11
C -5.38 -3.25 -1.83 -0.17
C -5.93 -4.37 -2.68 -0.12
C -5.29 -5.74 -2.52 -0.46
N -3.86 -5.60 -2.24 0.08
O -3.10 -6.61 -2.58 0.20
C -5.60 -6.58 -3.79 0.02
C -5.78 -6.50 -1.30 0.02
C -3.12 -4.69 -0.28 0.01
H -1.23 -3.44 -1.83 0.08
H -1.65 -4.31 -3.35 0.10
H -1.09 -5.15 -1.92 0.08
H -3.76 -3.00 -3.22 0.13
H -3.42 -2.31 -1.57 0.11
H -5.85 -2.28 -1.98 0.12
H -5.57 -3.53 -0.79 0.11
H -5.94 -3.98 -3.70 0.13
H -6.97 -4.49 -2.37 0.15
H -5.33 -6.04 -4.70 0.10
H -6.69 -6.65 -3.89 0.11
H -5.20 -7.59 -3.74 0.10
H -5.17 -7.37 -1.13 0.09
H -6.84 -6.74 -1.41 0.12
H -5.63 -5.90 -0.39 0.09
H -4.10 -4.67 0.18 0.08
H -2.60 -3.89 0.27 0.11
H -2.59 -5.62 -0.11 0.07
C 1.30 6.65 2.68 -0.07
C 0.64 7.93 2.16 -0.21
C 1.17 8.43 0.85 -0.14
N 0.88 9.81 0.47 -0.32
C 1.39 10.14 -0.83 -0.13
C 0.67 9.52 -2.06 -0.13
C -0.82 9.81 -1.99 -0.19
C -1.35 9.41 -0.64 -0.16
C -0.58 10.13 0.46 -0.10
C 1.50 10.76 1.44 0.05
H 2.38 6.74 2.74 0.08
H 1.05 5.77 2.09 0.05
H 0.92 6.42 3.67 0.09
H 0.75 8.63 2.99 0.12
H -0.44 7.80 2.08 0.12
H 0.84 7.83 0.01 0.12
H 2.26 8.50 0.84 0.14
H 2.45 9.90 -0.87 0.15
H 1.17 11.19 -1.00 0.15
H 0.86 8.45 -2.15 0.11
H 1.14 10.00 -2.92 0.13
H -1.35 9.36 -2.83 0.12
H -1.09 10.84 -2.24 0.13
H -1.35 8.32 -0.51 0.10
H -2.38 9.74 -0.47 0.14
H -1.02 9.81 1.40 0.14
H -0.69 11.18 0.22 0.15
H 2.54 10.44 1.52 0.13
H 1.01 10.64 2.40 0.11
H 1.46 11.75 1.02 0.12
C -3.24 3.34 -5.77 -0.08
C -2.55 2.47 -4.71 -0.21
C -1.44 1.65 -5.41 -0.12
N -0.81 0.51 -4.73 -0.28
C 0.08 -0.17 -5.69 -0.11
C 1.29 0.69 -6.05 -0.16
C 2.09 1.04 -4.84 -0.18
C 1.21 1.65 -3.79 -0.15
C -0.01 0.82 -3.51 -0.12
C -1.81 -0.47 -4.35 -0.01
H -4.02 3.92 -5.30 0.08
H -3.72 2.63 -6.45 0.09
H -2.63 3.99 -6.38 0.09
H -3.30 1.81 -4.26 0.10
H -2.19 3.08 -3.86 0.10
H -0.63 2.32 -5.64 0.13
H -1.95 1.34 -6.31 0.14
H -0.40 -0.36 -6.65 0.15
H 0.41 -1.09 -5.20 0.14
H 1.04 1.55 -6.67 0.13
H 1.83 0.07 -6.77 0.14
H 2.92 1.67 -5.17 0.13
H 2.57 0.15 -4.41 0.12
H 1.00 2.67 -4.09 0.13
H 1.72 1.72 -2.82 0.11
H -0.73 1.21 -2.80 0.12
H 0.34 -0.12 -3.08 0.13
H -1.43 -1.38 -3.88 0.10
H -2.43 -0.77 -5.20 0.13
H -2.39 -0.02 -3.54 0.10
C 2.25 -6.52 -6.45 -0.05
C 2.87 -5.51 -5.50 -0.17
N 2.88 -5.86 -4.08 -0.31
C 1.56 -5.71 -3.48 0.02
C 3.29 -7.25 -3.87 -0.18
C 3.16 -7.82 -2.48 -0.03
C 3.84 -4.99 -3.40 -0.10
C 3.67 -3.47 -3.54 -0.19
O 2.51 -2.89 -3.00 -0.19
C 2.52 -2.79 -1.58 -0.07
H 2.80 -7.44 -6.63 0.09
H 2.18 -5.98 -7.38 0.09
H 1.24 -6.86 -6.22 0.09
H 2.38 -4.55 -5.58 0.13
H 3.92 -5.37 -5.76 0.15
H 0.87 -6.43 -3.92 0.13
H 1.16 -4.72 -3.72 0.10
H 1.71 -5.77 -2.41 0.09
H 4.35 -7.31 -4.14 0.15
H 2.73 -7.86 -4.56 0.13
H 3.69 -7.31 -1.68 0.09
H 3.63 -8.81 -2.55 0.11
H 2.12 -7.97 -2.21 0.08
H 4.86 -5.20 -3.69 0.15
H 3.84 -5.27 -2.35 0.13
H 3.77 -3.23 -4.59 0.12
H 4.55 -3.02 -3.07 0.13
H 2.44 -3.74 -1.06 0.08
H 1.69 -2.17 -1.25 0.07
H 3.46 -2.33 -1.23 0.09
C 2.15 2.22 5.08 -0.04
C 2.42 1.50 6.38 -0.18
N 2.79 0.13 6.37 -0.31
C 4.15 0.01 5.93 0.03
C 2.66 -0.48 7.68 -0.18
C 3.40 0.12 8.86 -0.04
C 1.96 -0.64 5.43 -0.09
C 1.85 -2.14 5.56 -0.20
O 3.11 -2.74 5.54 -0.22
C 3.08 -4.17 5.59 -0.05
H 2.97 2.22 4.37 0.05
H 2.04 3.26 5.30 0.09
H 1.33 1.93 4.43 0.09
H 1.50 1.76 6.88 0.15
H 3.22 1.94 6.96 0.14
H 4.76 0.53 6.68 0.13
H 4.15 0.43 4.93 0.10
H 4.51 -1.00 5.98 0.11
H 3.01 -1.49 7.66 0.14
H 1.61 -0.43 7.91 0.15
H 3.13 -0.50 9.71 0.11
H 3.16 1.15 9.12 0.09
H 4.49 0.04 8.87 0.10
H 2.32 -0.49 4.43 0.13
H 0.94 -0.27 5.44 0.15
H 1.31 -2.48 4.67 0.14
H 1.27 -2.35 6.47 0.14
H 4.10 -4.54 5.50 0.10
H 2.59 -4.64 4.74 0.09
H 2.61 -4.50 6.52 0.10
C 5.94 1.56 -1.31 -0.03
C 6.31 1.47 0.17 -0.15
N 5.24 1.88 1.14 -0.29
C 5.88 1.93 2.46 0.00
C 4.79 3.24 0.76 -0.16
C 4.07 4.09 1.80 -0.04
C 4.11 0.96 1.19 -0.10
C 4.35 -0.51 1.44 -0.20
O 4.82 -0.75 2.73 -0.20
C 5.16 -2.11 2.97 -0.06
H 6.82 1.19 -1.81 0.10
H 5.82 2.59 -1.63 0.08
H 5.06 0.95 -1.52 0.08
H 7.20 2.03 0.47 0.15
H 6.48 0.41 0.35 0.13
H 5.11 2.19 3.18 0.09
H 6.70 2.64 2.55 0.13
H 6.36 1.00 2.70 0.11
H 4.19 3.10 -0.13 0.13
H 5.69 3.79 0.46 0.14
H 3.17 3.60 2.14 0.07
H 3.76 4.93 1.18 0.09
H 4.69 4.37 2.65 0.09
H 3.53 1.07 0.27 0.12
H 3.40 1.36 1.92 0.13
H 4.96 -1.01 0.68 0.12
H 3.36 -0.97 1.29 0.13
H 5.96 -2.42 2.28 0.10
H 4.40 -2.87 2.72 0.10
H 5.55 -2.26 3.97 0.09
C -0.80 -0.58 0.64 -0.80
F -0.15 -1.41 1.38 0.18
F -1.20 -1.19 -0.43 0.15
F -1.91 -0.31 1.26 0.17
S 0.24 0.84 0.31 0.50
O 0.74 1.15 1.63 -0.29
O 1.17 0.45 -0.70 -0.28
N -0.72 1.90 -0.16 -0.29
S -0.40 3.39 0.38 0.63
O -0.99 3.66 1.68 -0.29
O 1.00 3.72 0.17 -0.31
C -1.30 4.70 -0.66 -0.66
F -0.65 5.87 -0.46 0.11
F -1.12 4.41 -1.95 0.12
F -2.57 4.76 -0.46 0.19
C 0.43 -4.56 1.57 -0.70
F -0.14 -3.94 0.53 0.09
F 1.62 -3.98 1.68 0.11
F -0.20 -4.20 2.69 0.13
S 0.63 -6.36 1.36 0.53
O 1.50 -6.40 0.19 -0.33
O 1.15 -6.84 2.62 -0.26
N -0.78 -6.81 1.00 -0.30
S -0.70 -8.24 0.09 0.71
O -0.56 -7.93 -1.34 -0.34
O 0.17 -9.23 0.72 -0.27
C -2.39 -9.03 0.15 -0.68
F -2.59 -9.68 -0.99 0.16
F -2.48 -9.87 1.19 0.16
F -3.37 -8.18 0.31 0.13
```


| no. | orbital gap (hartree) |
| --- | --- |
| 1 | 0.40004 |
| 2 | 0.18178 |